Entry 1:
Computed, not measured: the ion C3H10N2OP with charge +1 at a distorted geometry, with the ωB97M-V functional and the def2-TZVPD basis.

E: -646.13259 Ha
E_HOMO: -13.59 eV
orbital gap: 9.8 eV
ΔE to the lowest compared entry with this formula, charge and spin: 61.6 kcal/mol
LUMO energy: -3.83 eV
SMILES: CP(C)(=O)/[NH+]=C/N

ORCA input file:
```
! RIJCOSX wB97M-V def2-TZVPD def2/J DEFGRID3
* xyz 1 1
C -1.803 -0.291 0.150
C 1.621 0.251 1.531
C 1.699 0.059 -1.395
N -3.033 0.090 -0.140
N -0.777 0.441 -0.211
O 0.252 -2.064 0.345
P 0.782 -0.385 0.059
H -1.617 -1.086 0.826
H 0.819 0.487 2.102
H 2.193 -0.452 1.987
H 2.017 1.174 1.213
H 1.893 1.115 -1.770
H 2.570 -0.359 -1.087
H 1.401 -0.511 -2.148
H -3.787 -0.349 0.339
H -3.358 0.728 -0.838
H -0.874 1.153 -0.963
*
```



Entry 2:
Computed, not measured: the molecule C3H10N2OS at a distorted geometry, with the ωB97M-V functional and the def2-TZVPD basis.

E: -703.05957 Ha
E_HOMO: -8.18 eV
orbital gap: 8.8 eV
ΔE to the lowest compared entry with this formula, charge and spin: 133.8 kcal/mol
LUMO energy: 0.58 eV
SMILES: CC[S@](C)(=O)=NN

ORCA input file:
```
! RIJCOSX wB97M-V def2-TZVPD def2/J DEFGRID3
* xyz 0 1
C 1.526 -0.588 1.530
C -1.678 -1.297 -0.567
C 0.140 -0.101 1.207
N 0.067 1.832 -0.580
N 0.154 2.413 -1.706
O 0.678 -0.680 -1.404
S -0.255 0.046 -0.552
H 1.566 -1.407 2.249
H 1.892 -1.082 0.607
H 2.142 0.244 1.727
H -2.418 -1.136 0.330
H -2.304 -1.542 -1.404
H -1.288 -2.293 -0.286
H -0.033 0.948 1.366
H -0.617 -0.707 1.798
H 0.918 2.292 -2.324
H -0.489 3.058 -1.988
*
```